This record from the Open Molecules 2025 dataset describes C8H11BrClF3O in the gas phase at a distorted geometry. The level of theory is the ωB97M-V functional and the def2-TZVPD basis.

Positions of all 25 atoms, in Å:
1 C 1.658 1.777 2.504
2 C 0.631 0.912 1.972
3 O -0.387 0.607 2.755
4 C 0.814 0.497 0.667
5 C -0.219 -0.218 -0.315
6 C -0.650 -1.550 0.290
7 C -1.375 0.635 -0.493
8 C 0.419 -0.713 -1.925
9 Cl 1.739 -1.925 -1.720
10 Br 1.100 0.841 -2.937
11 C -0.610 -1.394 -2.950
12 F -1.257 -0.390 -3.577
13 F 0.016 -2.140 -3.819
14 F -1.520 -2.155 -2.392
15 H 1.135 2.382 3.250
16 H 2.546 1.278 2.998
17 H 1.990 2.424 1.744
18 H -0.186 0.800 3.756
19 H 1.593 0.984 0.165
20 H -1.688 -1.682 0.826
21 H -0.528 -2.363 -0.405
22 H 0.202 -1.652 1.045
23 H -1.204 1.696 -0.791
24 H -1.969 0.890 0.485
25 H -2.250 0.457 -1.130

Values from the calculation:
energy above the lowest of the compared OMol25 structures with the same formula, charge and spin = 19.2 kcal per mole
total charge = 0
SMILES string = C/C(O)=C/C(C)(C)[C@](Cl)(Br)C(F)(F)F
total energy = -101236.705 eV
frontier orbital gap = 9.14 eV
highest occupied orbital energy = -8.73 eV
largest force on an atom = 0.118 Eh/bohr

---

This record from the Open Molecules 2025 dataset describes an isolated ion of composition C8H11BrNS and charge +1 at a distorted geometry. The level of theory is the ωB97M-V functional and the def2-TZVPD basis.

Positions of all 22 atoms, in Å:
1 C 2.297 0.552 -1.443
2 C 1.586 0.602 -0.356
3 C 0.413 -0.243 -0.297
4 N 0.373 -1.426 0.770
5 C 1.550 -2.273 0.685
6 C -0.871 0.772 0.046
7 S -0.649 2.481 0.367
8 C -2.318 2.602 0.505
9 C -3.024 1.493 0.193
10 C -2.196 0.423 -0.168
11 Br -2.712 -1.461 -0.408
12 H 3.169 1.126 -1.648
13 H 2.131 -0.202 -2.216
14 H 1.539 1.400 0.306
15 H 0.116 -0.732 -1.233
16 H -0.428 -2.053 0.517
17 H 0.143 -1.037 1.635
18 H 2.275 -1.611 0.172
19 H 1.991 -2.417 1.612
20 H 1.374 -3.219 0.065
21 H -2.654 3.647 0.775
22 H -4.103 1.576 0.122

Values from the calculation:
energy above the lowest of the compared OMol25 structures with the same formula, charge and spin = 62.8 kcal per mole
total charge = +1
SMILES string = C=C[C@@H]([NH2+]C)c1sccc1Br
total energy = -90833.357 eV
frontier orbital gap = 9.38 eV
highest occupied orbital energy = -12.71 eV
largest force on an atom = 0.100 Eh/bohr